(1)
Below is a 7-piece molecular cluster, H14O6S overall, with properties calculated with ωB97M-V/def2-TZVPD.

Last column: natural (NBO) charge in e.
Positions of all 21 atoms, in Å:
O: 0.873 -1.467 -0.487  -0.9571
H: 1.612 -0.944 -0.819  0.4871
H: 1.263 -2.328 -0.308  0.4814
O: -1.799 -0.837 -1.267  -0.9743
H: -0.889 -1.021 -0.994  0.4923
H: -2.195 -0.294 -0.576  0.4638
O: -1.758 2.195 1.094  -0.9434
H: -2.485 2.827 1.110  0.4704
H: -2.173 1.435 0.667  0.4715
O: -4.452 -0.087 3.071  -0.9510
H: -3.853 -0.434 3.749  0.4793
H: -4.830 0.689 3.500  0.4737
O: 1.459 1.940 -0.364  -0.9505
H: 0.565 1.778 -0.681  0.4789
H: 1.440 1.664 0.558  0.4724
O: -4.308 0.050 -0.190  -0.9656
H: -4.622 0.063 0.730  0.4878
H: -4.224 -0.891 -0.387  0.4826
S: 5.628 -0.912 -1.027  -0.2856
H: 4.694 -1.412 -1.839  0.1352
H: 5.040 0.293 -1.014  0.1511

Cartesian forces (eV/Å) of the 6 atoms listed first:
0.3 0.0 0.0
-0.1 0.2 0.0
-0.2 -0.1 0.0
0.0 0.0 0.0
0.0 -0.1 0.1
0.0 -0.1 -0.1

## Properties
calculated total energy = -858.004306 hartree
energy above the lowest of the compared OMol25 structures with the same formula, charge and spin = 91.2 kJ/mol
molecular weight = 142.2 g/mol
Kohn-Sham gap = 0.37670 hartree
structure (SMILES) = O.O.O.O.O.O.S
HOMO level = -9.93 eV


(2)
Below is a 7-piece molecular cluster, H14O6S overall in a non-equilibrium geometry, with properties calculated with ωB97M-V/def2-TZVPD.

Last column: natural (NBO) charge in e.
Positions of all 21 atoms, in Å:
O: -0.762 -1.620 0.010  -1.0137
H: -0.695 -1.112 0.868  0.5094
H: -1.068 -2.481 0.306  0.4815
O: 1.128 2.339 0.471  -0.9710
H: 0.751 2.862 -0.251  0.4644
H: 1.762 1.816 -0.072  0.4870
O: 0.752 -0.951 -2.142  -0.9814
H: 0.101 -0.881 -2.848  0.4888
H: 0.265 -0.897 -1.291  0.5129
O: 2.694 0.550 -1.090  -1.0002
H: 2.954 1.251 -1.698  0.4858
H: 1.901 0.122 -1.508  0.5105
O: 0.172 -0.066 1.848  -0.9917
H: 1.109 -0.319 1.736  0.4964
H: 0.131 0.869 1.598  0.5058
O: 2.745 -1.089 1.226  -0.9469
H: 2.100 -1.731 0.911  0.4690
H: 2.779 -0.448 0.500  0.4949
S: -3.762 0.332 -0.024  -0.2827
H: -2.427 0.466 -0.022  0.1459
H: -3.896 1.534 -0.593  0.1353

Cartesian forces (eV/Å) of the 6 atoms listed first:
-0.3 0.1 1.0
0.4 0.1 -0.7
0.0 -0.2 -0.4
0.2 0.0 -1.1
-0.3 0.2 0.5
-0.1 -0.2 0.8

## Properties
calculated total energy = -858.027564 hartree
energy above the lowest of the compared OMol25 structures with the same formula, charge and spin = 30.1 kJ/mol
molecular weight = 142.2 g/mol
Kohn-Sham gap = 0.36341 hartree
structure (SMILES) = O.O.O.O.O.O.S
HOMO level = -9.74 eV


(3)
Below is a 7-piece molecular cluster, H14O7 overall in a non-equilibrium geometry, with properties calculated with ωB97M-V/def2-TZVPD.

Last column: natural (NBO) charge in e.
Positions of all 21 atoms, in Å:
O: -0.022 0.464 -0.061  -0.9303
H: 0.873 0.116 -0.119  0.4734
H: -0.118 0.551 0.929  0.4565
O: 1.137 2.938 0.400  -0.9343
H: 1.577 2.370 -0.165  0.4719
H: 1.121 2.613 1.331  0.4625
O: -3.639 1.468 -1.226  -0.9260
H: -3.200 0.711 -0.856  0.4619
H: -4.462 1.256 -1.496  0.4655
O: -4.950 -0.431 0.984  -0.9374
H: -4.149 0.121 0.895  0.4719
H: -4.825 -1.236 0.557  0.4640
O: 4.348 0.051 -1.095  -0.9426
H: 4.886 0.758 -1.239  0.4695
H: 4.836 -0.795 -0.960  0.4732
O: 3.044 -1.223 1.104  -0.9429
H: 3.215 -0.429 1.644  0.4772
H: 3.820 -1.678 0.934  0.4662
O: -1.140 -2.681 -0.928  -0.9154
H: -1.872 -2.411 -0.436  0.4502
H: -0.480 -2.532 -0.196  0.4652

Cartesian forces (eV/Å) of the 6 atoms listed first:
-0.2 -0.3 1.9
0.2 -0.3 -0.3
-0.1 0.0 -1.6
-1.4 2.4 3.0
1.2 -2.1 -1.3
0.3 0.1 -1.5

## Properties
calculated total energy = -535.000861 hartree
energy above the lowest of the compared OMol25 structures with the same formula, charge and spin = 322.9 kJ/mol
molecular weight = 126.1 g/mol
Kohn-Sham gap = 0.39860 hartree
structure (SMILES) = O.O.O.O.O.O.O
HOMO level = -10.87 eV


(4)
Below is a 7-piece molecular cluster, H14O7 overall in a non-equilibrium geometry, with properties calculated with ωB97M-V/def2-TZVPD.

Last column: natural (NBO) charge in e.
Positions of all 21 atoms, in Å:
O: 0.254 -0.261 -0.931  -0.9331
H: 0.061 -0.680 -1.778  0.4729
H: -0.207 -0.810 -0.287  0.4600
O: 4.294 -1.806 -1.482  -0.9387
H: 4.350 -2.692 -1.857  0.4691
H: 4.966 -1.306 -1.959  0.4699
O: 0.334 4.197 0.277  -0.9335
H: -0.447 3.678 0.054  0.4653
H: 0.648 3.807 1.101  0.4681
O: 3.097 1.315 0.614  -0.9426
H: 3.691 0.563 0.513  0.4730
H: 2.222 0.916 0.680  0.4691
O: -4.069 -1.644 -0.309  -0.9316
H: -3.193 -1.756 -0.694  0.4476
H: -3.982 -0.863 0.249  0.4920
O: -4.244 0.567 -0.615  -0.9675
H: -4.563 1.262 -1.203  0.4800
H: -3.903 -0.108 -1.213  0.4793
O: 0.382 -2.169 2.645  -0.9286
H: 0.401 -1.206 2.619  0.4660
H: -0.432 -2.401 2.185  0.4632

Cartesian forces (eV/Å) of the 6 atoms listed first:
-0.3 -0.1 0.1
0.2 0.1 0.0
0.1 0.0 0.0
0.1 0.0 -0.1
0.0 0.1 0.1
-0.1 0.0 0.1

## Properties
calculated total energy = -535.016279 hartree
energy above the lowest of the compared OMol25 structures with the same formula, charge and spin = 282.4 kJ/mol
molecular weight = 126.1 g/mol
Kohn-Sham gap = 0.39990 hartree
structure (SMILES) = O.O.O.O.O.O.O
HOMO level = -11.13 eV


(5)
Below is a 7-piece molecular cluster, H14O7 overall in a non-equilibrium geometry, with properties calculated with ωB97M-V/def2-TZVPD.

Last column: natural (NBO) charge in e.
Positions of all 21 atoms, in Å:
O: 1.075 -0.349 3.021  -0.9807
H: 1.266 -1.029 3.644  0.4705
H: 1.791 -0.506 2.379  0.4967
O: 2.911 -0.880 1.165  -0.9733
H: 2.180 -0.912 0.532  0.5153
H: 3.413 -0.008 0.967  0.4845
O: -1.252 -0.656 1.506  -0.9844
H: -0.509 -0.583 2.162  0.5091
H: -0.748 -1.058 0.743  0.4968
O: -2.182 1.268 -2.433  -0.9787
H: -1.740 1.978 -3.001  0.4769
H: -1.888 1.500 -1.520  0.5092
O: -0.415 -0.919 -2.885  -0.9841
H: -0.789 -1.826 -2.891  0.4805
H: -1.191 -0.292 -2.846  0.5149
O: 0.697 -0.409 -0.515  -1.0472
H: 0.238 0.466 -0.312  0.5053
H: 0.470 -0.626 -1.430  0.5107
O: -0.972 1.583 0.173  -1.0318
H: -1.174 2.418 0.710  0.4946
H: -1.182 0.839 0.831  0.5153

Cartesian forces (eV/Å) of the 6 atoms listed first:
-0.4 0.6 -0.3
-0.1 -0.8 1.1
0.3 0.2 -0.4
1.7 2.1 -0.1
-0.2 0.3 -0.6
-1.4 -2.3 0.3

## Properties
calculated total energy = -535.101394 hartree
energy above the lowest of the compared OMol25 structures with the same formula, charge and spin = 58.9 kJ/mol
molecular weight = 126.1 g/mol
Kohn-Sham gap = 0.42795 hartree
structure (SMILES) = O.O.O.O.O.O.O
HOMO level = -11.15 eV


(6)
Below is a 7-piece molecular cluster, H14O7 overall in a non-equilibrium geometry, with properties calculated with ωB97M-V/def2-TZVPD.

Last column: natural (NBO) charge in e.
Positions of all 21 atoms, in Å:
O: -0.964 -0.756 -2.862  -0.9769
H: -0.924 -0.224 -3.765  0.5019
H: -1.702 -1.355 -2.903  0.4993
O: 0.242 -0.350 3.613  -0.9507
H: -0.094 0.456 3.859  0.4621
H: 0.802 -0.282 2.780  0.4834
O: -2.624 1.184 1.442  -0.9181
H: -2.009 1.534 2.305  0.4469
H: -1.984 0.858 0.952  0.4668
O: -0.680 0.033 -0.331  -0.9862
H: 0.159 -0.478 -0.014  0.4809
H: -0.609 -0.086 -1.259  0.4858
O: 1.880 -0.435 0.917  -0.9384
H: 2.588 -0.049 1.559  0.4872
H: 1.948 0.146 0.250  0.4622
O: 0.891 -3.156 -2.152  -0.9879
H: 1.513 -3.294 -1.649  0.4605
H: 0.515 -2.329 -2.602  0.5206
O: 0.317 3.086 0.092  -0.9947
H: 1.218 2.695 0.012  0.4909
H: -0.483 2.800 -0.246  0.5044

Cartesian forces (eV/Å) of the 6 atoms listed first:
1.1 2.0 -3.1
-0.4 -1.9 2.8
-0.7 -0.3 -0.2
2.4 -3.4 -2.2
-1.0 3.1 0.5
-1.5 0.2 1.5

## Properties
calculated total energy = -534.942692 hartree
energy above the lowest of the compared OMol25 structures with the same formula, charge and spin = 475.6 kJ/mol
molecular weight = 126.1 g/mol
Kohn-Sham gap = 0.38646 hartree
structure (SMILES) = O.O.O.O.O.O.O
HOMO level = -10.70 eV


(7)
Below is a 7-piece molecular cluster, H14O7 overall in a non-equilibrium geometry, with properties calculated with ωB97M-V/def2-TZVPD.

Last column: natural (NBO) charge in e.
Positions of all 21 atoms, in Å:
O: -0.307 -1.459 0.561  -0.9291
H: -0.413 -0.515 0.185  0.4634
H: -1.043 -1.471 1.166  0.4671
O: -0.163 3.378 -0.925  -0.9584
H: -0.737 2.942 -0.323  0.4857
H: -0.050 2.740 -1.741  0.4590
O: -2.182 3.585 0.583  -0.9355
H: -2.420 4.443 0.302  0.4773
H: -3.037 3.136 0.439  0.4720
O: 2.249 -3.391 -0.978  -0.9410
H: 1.575 -3.154 -0.396  0.4733
H: 3.039 -3.365 -0.386  0.4683
O: 2.090 -1.113 1.386  -0.9286
H: 2.598 -0.368 1.772  0.4704
H: 2.314 -1.025 0.505  0.4558
O: 4.113 1.064 -0.169  -0.9432
H: 3.264 1.078 -0.627  0.4676
H: 4.344 2.015 -0.105  0.4757
O: -5.154 -2.541 -0.148  -0.9354
H: -4.330 -2.994 -0.299  0.4669
H: -5.750 -2.987 -0.802  0.4686

Cartesian forces (eV/Å) of the 6 atoms listed first:
-0.7 2.4 -1.6
0.5 -2.3 0.8
-0.4 -0.3 0.5
2.0 -1.4 -3.9
-1.0 -0.5 0.8
-0.4 2.0 2.6

## Properties
calculated total energy = -535.020235 hartree
energy above the lowest of the compared OMol25 structures with the same formula, charge and spin = 272.0 kJ/mol
molecular weight = 126.1 g/mol
Kohn-Sham gap = 0.39888 hartree
structure (SMILES) = O.O.O.O.O.O.O
HOMO level = -10.77 eV


(8)
Below is a 7-piece molecular cluster, H14O7 overall in a non-equilibrium geometry, with properties calculated with ωB97M-V/def2-TZVPD.

Last column: natural (NBO) charge in e.
Positions of all 21 atoms, in Å:
O: 0.395 -2.899 0.616  -0.9815
H: 0.899 -2.192 0.248  0.5010
H: -0.047 -3.314 -0.156  0.4770
O: 1.139 -0.162 2.618  -0.9527
H: 1.696 -0.771 2.086  0.4470
H: 0.240 -0.559 2.585  0.5011
O: -1.209 -1.389 2.424  -0.9802
H: -1.868 -1.879 2.990  0.4864
H: -0.801 -2.078 1.880  0.5080
O: 1.085 -0.498 -0.125  -1.0052
H: 1.270 -0.148 0.755  0.4770
H: 1.284 0.219 -0.667  0.5037
O: -1.125 2.692 -2.768  -0.9957
H: -0.863 3.610 -2.477  0.4728
H: -1.456 2.250 -1.920  0.5057
O: -1.337 1.363 -0.415  -0.9679
H: -0.861 0.485 -0.533  0.5066
H: -2.258 1.047 -0.093  0.4861
O: 1.239 1.140 -2.117  -0.9900
H: 0.489 1.556 -2.495  0.5120
H: 2.089 1.527 -2.435  0.4890

Cartesian forces (eV/Å) of the 6 atoms listed first:
-1.4 -2.0 0.1
0.6 1.2 -0.8
0.5 0.4 0.8
0.7 -0.5 -0.8
-0.3 0.2 1.3
0.3 0.2 0.3

## Properties
calculated total energy = -535.074056 hartree
energy above the lowest of the compared OMol25 structures with the same formula, charge and spin = 130.7 kJ/mol
molecular weight = 126.1 g/mol
Kohn-Sham gap = 0.42486 hartree
structure (SMILES) = O.O.O.O.O.O.O
HOMO level = -11.10 eV


(9)
Below is a 7-piece molecular cluster, H14O7 overall, with properties calculated with ωB97M-V/def2-TZVPD.

Last column: natural (NBO) charge in e.
Positions of all 21 atoms, in Å:
O: 4.547 1.372 1.451  -0.9392
H: 5.489 1.513 1.544  0.4696
H: 4.407 0.475 1.755  0.4698
O: -3.387 -2.211 -5.535  -0.9376
H: -3.928 -2.998 -5.472  0.4649
H: -2.622 -2.402 -4.992  0.4726
O: 0.240 1.324 -1.202  -0.9393
H: 0.298 0.397 -1.435  0.4688
H: 1.034 1.494 -0.695  0.4703
O: -1.624 -3.408 2.218  -0.9379
H: -2.260 -2.694 2.172  0.4705
H: -2.093 -4.119 2.654  0.4675
O: -2.171 2.182 2.913  -0.9387
H: -2.958 2.716 3.016  0.4668
H: -1.908 2.315 2.002  0.4719
O: -0.827 -4.334 -2.721  -0.9405
H: -1.212 -4.167 -1.861  0.4720
H: -0.980 -5.267 -2.875  0.4687
O: 3.396 6.319 2.326  -0.9364
H: 3.760 5.606 1.801  0.4684
H: 2.798 5.887 2.936  0.4679

Cartesian forces (eV/Å) of the 6 atoms listed first:
-0.2 0.2 -0.1
0.2 0.1 0.0
-0.1 -0.2 0.1
-0.1 0.2 -0.1
-0.1 -0.2 0.0
0.3 0.0 0.2

## Properties
calculated total energy = -535.042074 hartree
energy above the lowest of the compared OMol25 structures with the same formula, charge and spin = 214.7 kJ/mol
molecular weight = 126.1 g/mol
Kohn-Sham gap = 0.43217 hartree
structure (SMILES) = O.O.O.O.O.O.O
HOMO level = -11.42 eV


(10)
Below is a 7-piece molecular cluster, H14O7 overall in a non-equilibrium geometry, with properties calculated with ωB97M-V/def2-TZVPD.

Last column: natural (NBO) charge in e.
Positions of all 21 atoms, in Å:
O: 0.490 -2.557 0.847  -0.9445
H: 1.347 -2.409 1.433  0.4938
H: 0.852 -2.623 -0.080  0.4914
O: 3.462 1.061 -0.715  -0.9321
H: 2.773 0.857 -0.064  0.4773
H: 4.092 0.575 -0.273  0.4482
O: -0.064 -0.026 0.168  -0.9811
H: -0.572 -0.217 -0.489  0.4752
H: 0.161 -0.885 0.564  0.4927
O: 1.758 1.288 1.511  -0.9706
H: 1.018 0.820 1.157  0.4781
H: 1.169 1.714 2.164  0.4762
O: -2.087 0.358 1.969  -0.9192
H: -1.578 0.501 1.265  0.4585
H: -1.588 -0.456 2.289  0.4509
O: -2.677 1.742 -1.326  -0.9413
H: -2.596 0.744 -1.276  0.4747
H: -1.741 2.025 -1.090  0.4646
O: -1.390 -0.891 -2.302  -0.9360
H: -0.943 -0.321 -2.820  0.4687
H: -1.883 -1.298 -2.932  0.4747

Cartesian forces (eV/Å) of the 6 atoms listed first:
3.2 0.4 0.6
-2.5 -0.6 -1.8
-0.4 -0.1 1.3
-2.4 0.7 -0.7
-0.7 0.9 -0.4
3.2 -1.5 1.0

## Properties
calculated total energy = -535.000355 hartree
energy above the lowest of the compared OMol25 structures with the same formula, charge and spin = 324.2 kJ/mol
molecular weight = 126.1 g/mol
Kohn-Sham gap = 0.40013 hartree
structure (SMILES) = O.O.O.O.O.O.O
HOMO level = -11.02 eV


(11)
Below is a 7-piece molecular cluster, H14O7 overall in a non-equilibrium geometry, with properties calculated with ωB97M-V/def2-TZVPD.

Last column: natural (NBO) charge in e.
Positions of all 21 atoms, in Å:
O: 2.095 0.053 1.585  -0.9949
H: 1.728 0.889 1.278  0.5036
H: 2.108 -0.009 2.630  0.4968
O: 0.342 2.626 0.158  -0.9801
H: 0.165 2.651 -0.729  0.4896
H: 0.327 3.601 0.474  0.4900
O: -1.031 -2.666 -1.130  -0.9470
H: -0.676 -1.932 -0.703  0.4749
H: -0.459 -3.455 -0.805  0.4612
O: 1.471 -2.331 0.476  -0.9734
H: 0.865 -2.561 1.116  0.4792
H: 2.213 -1.768 0.764  0.5145
O: -0.074 -0.231 -0.695  -1.0009
H: 0.670 -0.829 -0.329  0.4970
H: 0.177 0.560 -0.162  0.4827
O: -0.500 2.119 -2.578  -0.9685
H: -1.264 1.669 -2.986  0.4891
H: 0.195 1.470 -2.527  0.4859
O: -2.619 0.292 1.633  -0.9450
H: -2.435 0.306 0.739  0.4733
H: -3.299 -0.454 1.791  0.4718

Cartesian forces (eV/Å) of the 6 atoms listed first:
0.5 -0.6 3.0
0.0 0.3 0.6
-0.3 0.8 -3.4
1.0 2.3 4.8
-1.1 0.3 -3.9
0.0 -2.6 -0.8

## Properties
calculated total energy = -535.036344 hartree
energy above the lowest of the compared OMol25 structures with the same formula, charge and spin = 229.7 kJ/mol
molecular weight = 126.1 g/mol
Kohn-Sham gap = 0.40186 hartree
structure (SMILES) = O.O.O.O.O.O.O
HOMO level = -10.65 eV


(12)
Below is a 7-piece molecular cluster, H14O7 overall in a non-equilibrium geometry, with properties calculated with ωB97M-V/def2-TZVPD.

Last column: natural (NBO) charge in e.
Positions of all 21 atoms, in Å:
O: -1.383 -1.036 -1.847  -0.9720
H: -1.323 -0.068 -1.848  0.4678
H: -0.498 -1.409 -1.851  0.4953
O: -1.878 0.376 1.224  -0.9808
H: -2.245 0.149 0.353  0.4810
H: -1.302 -0.410 1.210  0.4961
O: 0.172 -2.101 1.168  -0.9759
H: 0.914 -1.526 1.419  0.4868
H: 0.564 -2.609 0.453  0.4842
O: 1.461 -1.579 -1.212  -0.9683
H: 1.876 -1.069 -1.931  0.4722
H: 1.344 -0.796 -0.628  0.4956
O: 0.125 1.540 3.087  -0.9575
H: 0.080 0.984 3.878  0.4835
H: -0.790 1.556 2.744  0.5068
O: 1.544 0.199 1.207  -1.0054
H: 0.850 0.618 1.769  0.5094
H: 1.973 0.957 0.827  0.4805
O: -0.277 1.865 -3.054  -0.9378
H: -1.199 2.129 -3.069  0.4672
H: -0.006 2.231 -3.898  0.4712

Cartesian forces (eV/Å) of the 6 atoms listed first:
-1.0 0.4 0.1
0.5 -0.5 -0.2
0.4 0.3 0.2
0.3 -1.0 -0.9
-0.5 0.7 0.2
0.4 0.0 0.8

## Properties
calculated total energy = -535.073593 hartree
energy above the lowest of the compared OMol25 structures with the same formula, charge and spin = 131.9 kJ/mol
molecular weight = 126.1 g/mol
Kohn-Sham gap = 0.40862 hartree
structure (SMILES) = O.O.O.O.O.O.O
HOMO level = -10.87 eV